Formula: C17H38O17
Source: the OMol25 dataset
Level of theory: ωB97M-V/def2-TZVPD

Summary:
E_tot ... -1949.5719 Eh
SMILES string ... COC(=O)OC.COC(=O)OC.COC(=O)OC.COC(=O)OC.COC(=O)OC.CO.CO
HOMO-LUMO gap ... 10.63 eV

Each line ends with the Löwdin charge.
Element x y z (Å)
1 O -0.694 -2.688 -0.207  -0.04
2 O 3.086 0.055 -2.483  0.01
3 O 0.104 -2.829 1.929  -0.04
4 O -5.089 1.352 1.618  0.02
5 O -1.804 -1.214 -5.205  0.02
6 O 0.821 2.454 2.365  0.11
7 O -4.630 0.608 -0.485  0.10
8 O -1.777 -1.772 1.578  0.13
9 O 1.014 -0.053 0.659  -0.12
10 O 3.462 -0.535 2.214  -0.13
11 O 0.548 2.887 4.567  -0.01
12 O 2.569 2.859 3.702  0.03
13 O -6.345 1.947 0.042  0.02
14 O 4.141 1.943 -2.521  0.02
15 O 3.360 1.188 -0.537  0.13
16 O -0.580 -1.719 -3.384  0.13
17 O -2.857 -1.800 -3.404  0.00
18 C -4.047 0.595 2.104  -0.07
19 C 4.383 3.213 -1.950  -0.04
20 C 1.286 2.699 3.433  -0.61
21 C -6.681 1.970 -1.361  -0.02
22 C 2.606 -1.121 -1.831  -0.05
23 C 0.003 -2.485 3.318  -0.03
24 C 0.539 -3.334 -0.596  -0.02
25 C -1.619 -1.605 -3.952  -0.58
26 C 0.088 0.531 -0.249  -0.09
27 C 3.509 2.582 2.596  0.01
28 C 4.538 -1.247 1.588  -0.13
29 C -0.894 2.654 4.368  -0.02
30 C -2.878 -2.596 -2.244  -0.04
31 C -5.315 1.215 0.322  -0.64
32 C 3.549 1.061 -1.705  -0.57
33 C -0.863 -2.375 1.112  -0.59
34 C -0.685 -1.329 -6.012  -0.08
35 H 3.995 3.510 2.288  0.10
36 H 2.378 -0.885 -0.826  0.04
37 H 2.980 -0.048 1.551  0.01
38 H 0.485 0.571 -1.236  0.07
39 H 0.635 -3.286 -1.721  0.10
40 H -1.562 2.978 5.145  0.08
41 H 0.601 -4.331 -0.197  0.09
42 H -0.322 -2.354 -6.162  0.11
43 H -3.219 0.710 1.463  0.07
44 H 4.931 -1.958 2.283  0.07
45 H -3.763 1.065 3.045  0.10
46 H 0.011 -1.412 3.435  0.08
47 H -1.054 -0.950 -6.987  0.10
48 H 1.351 -2.775 -0.184  0.07
49 H 2.989 2.185 1.727  0.06
50 H 4.271 1.906 2.915  0.08
51 H -3.185 -1.987 -1.328  0.12
52 H -0.740 -0.183 -0.369  0.08
53 H 0.130 -0.652 -5.731  0.10
54 H 5.403 3.516 -2.029  0.08
55 H -0.989 -2.734 3.708  0.09
56 H 1.821 -1.462 -2.484  0.07
57 H -1.008 1.561 4.321  0.09
58 H 4.168 3.276 -0.871  0.09
59 H 3.375 -1.914 -1.888  0.11
60 H 5.332 -0.543 1.308  0.08
61 H -4.255 -0.450 2.129  0.09
62 H 3.695 3.879 -2.463  0.10
63 H -1.875 -2.971 -2.117  0.06
64 H -0.264 1.506 0.080  0.09
65 H -7.208 2.919 -1.524  0.10
66 H 0.832 -3.048 3.874  0.13
67 H -1.223 3.057 3.389  0.10
68 H 4.279 -1.732 0.640  0.07
69 H -7.254 1.055 -1.708  0.12
70 H -3.577 -3.346 -2.419  0.07
71 H 0.752 0.294 1.474  0.03
72 H -5.761 1.919 -1.919  0.08

***

Formula: C17H38O4P2
Source: the OMol25 dataset
Level of theory: ωB97M-V/def2-TZVPD

Summary:
E_tot ... -1654.1093 Eh
Total charge ... -2
HOMO-LUMO gap ... 2.90 eV

Each line ends with the natural charge from an NBO analysis.
Element x y z (Å)
1 P 2.166 -2.648 1.445  0.45
2 P 0.267 -3.337 2.372  1.01
3 O 3.074 2.825 -1.934  -1.00
4 O 0.191 -4.771 1.562  -1.01
5 O 3.985 0.781 1.021  -1.02
6 O 0.961 -3.887 3.797  -1.02
7 C 2.854 1.475 3.638  -0.66
8 C 1.606 -1.783 -0.082  -0.72
9 C -5.268 -0.240 -3.744  -0.40
10 C -3.117 1.645 -2.663  -0.40
11 C -3.802 1.865 -4.012  -0.40
12 C 2.548 -1.166 2.434  -0.83
13 C -6.460 0.523 -3.170  -0.61
14 C 0.487 -0.753 0.009  -0.43
15 C 4.193 1.564 -0.084  -0.04
16 C 2.707 -0.666 5.040  -0.38
17 C -1.424 0.315 -1.303  -0.38
18 C -4.374 0.600 -4.657  -0.40
19 C -2.001 0.608 -2.681  -0.40
20 C 2.916 2.057 -0.837  -0.01
21 C 2.748 0.903 5.047  -0.40
22 C 3.267 -1.384 3.787  -0.42
23 C -0.062 -0.360 -1.355  -0.40
24 H -0.110 -1.247 -2.001  0.17
25 H 3.551 1.245 5.705  0.18
26 H 1.654 -0.552 2.556  0.22
27 H 4.805 1.062 -0.879  0.07
28 H -4.608 2.598 -3.896  0.19
29 H -1.198 0.952 -3.342  0.21
30 H 0.640 0.337 -1.825  0.25
31 H 3.207 -0.580 1.744  0.38
32 H -4.953 0.884 -5.545  0.19
33 H 3.340 -2.452 4.023  0.19
34 H -5.650 -1.086 -4.324  0.19
35 H 1.081 -5.057 1.309  0.48
36 H 1.822 1.271 5.505  0.18
37 H -4.675 -0.671 -2.933  0.21
38 H -6.952 -0.042 -2.375  0.20
39 H -3.860 1.370 -1.904  0.18
40 H 2.348 1.087 -1.038  0.03
41 H -0.330 -1.115 0.648  0.17
42 H 3.442 2.396 3.565  0.21
43 H -2.386 -0.330 -3.099  0.18
44 H 4.761 2.503 0.152  0.07
45 H 1.119 -3.148 4.402  0.49
46 H -1.325 1.256 -0.747  0.20
47 H -3.552 -0.023 -5.018  0.21
48 H -3.083 2.325 -4.697  0.21
49 H 1.675 -0.998 5.231  0.16
50 H 2.527 -1.260 -0.383  0.28
51 H -2.682 2.595 -2.337  0.21
52 H 4.298 -1.043 3.644  0.22
53 H 1.385 -2.546 -0.837  0.20
54 H 3.296 -1.049 5.882  0.18
55 H -7.208 0.711 -3.945  0.19
56 H -6.162 1.485 -2.751  0.21
57 H -2.127 -0.309 -0.735  0.18
58 H 2.305 2.553 -0.020  0.04
59 H 3.367 0.838 2.943  0.30
60 H 1.887 1.730 3.201  0.20
61 H 0.890 0.144 0.488  0.25

***

Formula: C17H39N5O7Tl
Source: the OMol25 dataset
Level of theory: ωB97M-V/def2-TZVPD

Summary:
Energy relative to the best compared isomer or geometry (same formula, charge and spin) ... 180.6 kJ/mol
E_tot ... -1643.7211 Eh
Total charge ... +1
HOMO-LUMO gap ... 4.59 eV

Each line ends with the natural charge from an NBO analysis.
Element x y z (Å)
1 Tl 1.195 -0.836 1.290  1.06
2 O 0.681 -0.714 -1.552  -0.67
3 O 3.316 0.004 -0.607  -0.66
4 O -1.484 0.058 0.553  -0.69
5 O 1.380 -3.428 -0.192  -0.43
6 O -0.903 -3.048 1.872  -0.39
7 O -0.105 0.808 3.273  -0.67
8 O 1.010 2.051 0.818  -0.67
9 N -3.119 -1.291 0.068  -0.59
10 N -1.693 0.375 4.783  -0.60
11 N 0.377 -2.630 -2.748  -0.63
12 N 0.648 4.191 1.358  -0.60
13 N 4.063 1.244 -2.435  -0.62
14 C 0.873 4.129 2.807  -0.43
15 C 0.741 -4.532 0.508  -0.10
16 C -0.671 -4.278 1.196  -0.10
17 C 2.920 2.264 -2.523  -0.42
18 C -2.607 -0.094 0.036  0.70
19 C 0.101 3.468 -0.964  -0.72
20 C -1.084 -0.730 5.461  -0.42
21 C 0.340 -3.383 -4.054  -0.42
22 C 0.318 -1.290 -2.612  0.69
23 C -1.208 1.033 3.726  0.70
24 C -0.232 -0.414 -3.780  -0.71
25 C -4.285 -1.781 -0.580  -0.42
26 C 5.563 -0.348 -1.520  -0.70
27 C 0.641 3.179 0.515  0.69
28 C -3.263 1.155 -0.709  -0.72
29 C -2.148 2.067 3.151  -0.71
30 C 4.158 0.329 -1.439  0.70
31 H -1.640 2.649 2.382  0.24
32 H -1.242 -0.789 -3.940  0.22
33 H -0.226 0.621 -3.437  0.24
34 H -0.930 -5.131 1.823  0.21
35 H -1.392 -0.696 6.506  0.21
36 H -4.568 -2.654 0.008  0.21
37 H 0.332 -0.566 -4.701  0.23
38 H -0.029 4.465 3.318  0.19
39 H 0.299 2.568 -1.546  0.24
40 H -5.162 -1.134 -0.577  0.22
41 H 5.366 -1.368 -1.190  0.23
42 H -0.960 3.708 -1.031  0.22
43 H 0.575 -5.326 -0.220  0.22
44 H -4.027 -2.081 -1.595  0.19
45 H -0.014 -0.615 5.631  0.22
46 H 0.588 4.337 -1.406  0.22
47 H 0.812 -3.088 -1.960  0.43
48 H 1.660 4.862 2.986  0.21
49 H -3.808 1.763 0.013  0.23
50 H -2.501 0.765 5.247  0.40
51 H 0.362 5.048 0.907  0.39
52 H 5.777 -0.320 -2.589  0.20
53 H -2.338 2.753 3.976  0.22
54 H -2.368 1.691 -1.025  0.24
55 H 0.933 3.076 3.082  0.26
56 H 6.180 0.182 -0.796  0.24
57 H 0.300 -4.429 -3.748  0.21
58 H -3.891 1.052 -1.594  0.23
59 H -1.396 -4.287 0.382  0.21
60 H 4.802 1.142 -3.116  0.40
61 H 2.804 2.749 -1.553  0.22
62 H 1.970 1.866 -2.879  0.20
63 H -3.033 1.580 2.742  0.24
64 H -0.629 -3.162 -4.503  0.20
65 H -2.421 -1.934 0.413  0.42
66 H 1.117 -3.235 -4.803  0.21
67 H 3.096 3.076 -3.228  0.21
68 H -1.310 -1.717 5.057  0.21
69 H 1.389 -4.978 1.263  0.22

***

Formula: C17H39O11P3
Source: the OMol25 dataset
Level of theory: ωB97M-V/def2-TZVPD

Summary:
E_tot ... -2522.7514 Eh
SMILES string ... CP(O)[C@H]1CCOC1=O.CCOP(=O)(OCC)OCC.CCOP(=O)(OCC)OCC
HOMO-LUMO gap ... 6.64 eV

Each line ends with the natural charge from an NBO analysis.
Element x y z (Å)
1 P -3.548 -0.595 6.109  1.04
2 P -0.681 -2.330 -0.657  2.31
3 P 1.453 3.253 -3.286  2.31
4 O -0.037 0.863 6.165  -0.55
5 O -3.675 -2.186 6.798  -0.95
6 O -1.290 -1.327 0.328  -0.91
7 O 1.593 2.714 -1.729  -0.79
8 O -2.125 -2.913 -1.213  -0.79
9 O -0.403 -3.523 0.468  -0.80
10 O 1.410 4.750 -2.967  -0.90
11 O 1.399 1.611 -3.771  -0.69
12 O 0.005 -1.302 7.072  -0.54
13 O 3.070 3.206 -3.674  -0.81
14 O 0.054 -3.375 -1.796  -0.68
15 C -1.807 -0.518 5.383  -0.67
16 C -0.110 -3.178 1.817  -0.07
17 C -3.762 0.573 7.572  -0.98
18 C -0.459 1.511 -1.261  -0.63
19 C 4.448 5.126 -3.146  -0.63
20 C 1.055 1.359 -5.139  -0.08
21 C -2.250 -2.252 -3.543  -0.63
22 C -0.033 1.214 4.743  -0.08
23 C 3.711 4.353 -4.224  -0.07
24 C -1.356 -3.272 2.678  -0.63
25 C -0.532 -0.460 6.346  0.80
26 C -1.478 0.614 4.296  -0.43
27 C 2.280 -3.793 -0.851  -0.64
28 C -2.850 -2.136 -2.155  -0.07
29 C 2.201 1.661 -6.088  -0.64
30 C 0.429 2.690 -0.914  -0.07
31 C 1.465 -3.214 -1.994  -0.09
32 H -1.159 -2.907 3.687  0.20
33 H 2.339 2.739 -6.200  0.21
34 H 4.850 6.061 -3.544  0.21
35 H 4.429 4.002 -4.971  0.17
36 H -1.720 -1.532 4.825  0.26
37 H 0.790 0.672 4.168  0.18
38 H 0.636 -3.889 2.184  0.18
39 H -1.261 -1.786 -3.582  0.19
40 H 1.916 -4.783 -0.569  0.23
41 H -2.293 1.391 4.493  0.22
42 H 0.798 0.299 -5.211  0.19
43 H -2.890 -1.089 -1.832  0.17
44 H -1.458 0.131 3.260  0.24
45 H -1.693 -4.309 2.743  0.21
46 H 0.764 2.603 0.122  0.19
47 H -3.873 -2.518 -2.167  0.19
48 H 1.696 -2.155 -2.141  0.17
49 H -2.982 0.382 8.392  0.24
50 H 2.214 -3.155 0.034  0.20
51 H -2.189 -2.704 2.257  0.22
52 H 3.803 5.357 -2.296  0.22
53 H -3.772 1.677 7.281  0.25
54 H 0.071 2.344 4.580  0.21
55 H -2.123 -3.301 -3.825  0.22
56 H -2.887 -1.763 -4.284  0.21
57 H -4.206 -2.660 6.115  0.49
58 H 1.717 -3.740 -2.918  0.19
59 H -4.781 0.349 8.060  0.26
60 H 0.114 0.580 -1.259  0.20
61 H -0.887 1.624 -2.261  0.19
62 H 3.141 1.248 -5.716  0.23
63 H 3.335 -3.866 -1.125  0.22
64 H 5.276 4.530 -2.754  0.21
65 H 2.001 1.251 -7.081  0.22
66 H -1.280 1.418 -0.547  0.23
67 H -0.119 3.634 -1.008  0.18
68 H 0.346 -2.186 1.878  0.18
69 H 2.994 4.987 -4.752  0.18
70 H 0.166 1.936 -5.406  0.17